{"formula": "NO5P", "method": "ωB97M-V/def2-TZVPD", "largest_force_ev_per_a": 7.17, "smiles": "O=[N+]([O-])P(=O)([O-])[O-]", "relative_energy_kcal_mol": 90.7, "total_energy_ev": -21012.8177, "spin_multiplicity": 1, "homo_lumo_gap_ev": 6.21, "charge": -2, "symbols": ["N", "O", "O", "O", "O", "O", "P"], "xyz": [[-0.8999, 0.0778, -0.0330], [-1.4412, 0.3690, -1.1080], [1.2434, 0.3297, 1.4891], [1.3965, 0.9825, -0.9844], [-1.5656, -0.3142, 0.9315], [1.0079, -1.9522, -0.4887], [0.8610, 0.0816, 0.0697]], "forces_ev_per_angstrom": [[-3.2, -0.3, -0.4], [0.3, 0.0, 0.7], [-0.5, 0.1, 0.2], [-0.4, 0.4, -0.3], [0.4, 0.4, -0.5], [-0.6, 5.3, 1.5], [4.0, -5.8, -1.2]]}

=====

{"formula": "NO7PRb5", "method": "ωB97M-V/def2-TZVPD", "largest_force_ev_per_a": 3.62, "total_energy_ev": -28374.7231, "spin_multiplicity": 2, "homo_lumo_gap_ev": [5.45, 3.09], "charge": 2, "symbols": ["Rb", "Rb", "Rb", "Rb", "Rb", "N", "O", "O", "O", "P", "O", "O", "O", "O"], "xyz": [[-1.5080, -1.6617, 4.2573], [-2.6610, -2.1025, 0.7299], [-2.2461, 0.0684, -2.1729], [-1.9643, 2.4506, 3.8092], [3.7286, 1.4863, 1.6992], [1.1495, 0.6410, -3.6689], [0.3440, 0.8511, -4.5574], [2.2564, 0.5395, -4.0528], [0.6938, 0.3082, -2.5820], [0.0729, -0.4798, 1.3061], [-0.6279, -0.4742, -0.0786], [-0.8334, 0.1070, 2.4248], [1.3413, 0.2754, 1.2576], [0.2541, -2.0094, 1.6285]], "forces_ev_per_angstrom": [[0.9, -0.4, -0.2], [0.8, -0.3, 0.1], [0.7, 0.2, 0.0], [0.4, -0.3, -0.5], [-0.5, -0.5, -0.2], [-1.4, -2.6, 1.3], [-2.3, 1.3, -1.8], [3.3, 0.4, 0.1], [0.5, 0.9, 0.3], [-0.1, -3.6, -0.6], [-1.8, 0.8, -0.7], [-2.1, 1.2, 1.2], [2.7, 1.9, 0.2], [-1.1, 0.8, 0.8]]}

=====

{"formula": "O2", "method": "ωB97M-V/def2-TZVPD", "largest_force_ev_per_a": 10.21, "relative_energy_kcal_mol": 84.5, "total_energy_ev": -4086.1142, "spin_multiplicity": 1, "homo_lumo_gap_ev": 7.54, "symbols": ["O", "O"], "xyz": [[-0.8198, -0.0949, 0.0127], [0.8198, 0.0949, -0.0127]], "forces_ev_per_angstrom": [[10.1, 1.2, -0.2], [-10.1, -1.2, 0.2]]}

=====

{"formula": "O4P2S", "method": "ωB97M-V/def2-TZVPD", "largest_force_ev_per_a": 3.54, "relative_energy_kcal_mol": 21.6, "total_energy_ev": -37606.8073, "spin_multiplicity": 1, "homo_lumo_gap_ev": 6.50, "charge": -2, "symbols": ["O", "O", "O", "O", "P", "P", "S"], "xyz": [[0.4221, 1.0454, -1.8299], [2.1989, -0.6157, 1.0433], [-1.7394, -0.1442, -1.7015], [0.3887, -1.9674, 2.0975], [0.7445, -0.9575, 1.0386], [-0.7677, 0.7603, -1.0857], [-1.2471, 1.8791, 0.4377]], "forces_ev_per_angstrom": [[3.1, 0.9, -1.4], [0.5, 0.5, -0.3], [-1.3, -1.0, 0.0], [-0.7, -0.1, 0.0], [0.5, -0.8, 0.4], [-1.8, 0.1, 1.1], [-0.4, 0.4, 0.3]]}

=====

{"formula": "O4PS", "method": "ωB97M-V/def2-TZVPD", "largest_force_ev_per_a": 1.24, "relative_energy_kcal_mol": 1.5, "total_energy_ev": -28317.0293, "spin_multiplicity": 1, "homo_lumo_gap_ev": 9.02, "charge": -1, "symbols": ["O", "O", "O", "O", "P", "S"], "xyz": [[-0.4405, 0.2382, 0.1314], [1.9861, 1.1188, -0.3624], [-2.8707, 0.4262, 0.2503], [1.6776, -1.3174, -0.1967], [-1.7893, -0.4632, -0.2169], [1.4368, -0.0026, 0.3943]], "forces_ev_per_angstrom": [[-0.5, -0.2, -0.5], [-0.4, -0.4, 0.0], [-0.9, -0.2, -0.1], [-0.1, 0.3, -0.1], [1.0, 0.7, 0.4], [1.0, -0.2, 0.3]]}

=====

{"formula": "O4S2", "method": "ωB97M-V/def2-TZVPD", "largest_force_ev_per_a": 2.17, "relative_energy_kcal_mol": 0.0, "total_energy_ev": -29859.2668, "spin_multiplicity": 1, "homo_lumo_gap_ev": [5.66, 5.64], "charge": -2, "symbols": ["O", "O", "O", "O", "S", "S"], "xyz": [[-0.8419, -2.9096, 0.7011], [-1.1701, 2.5048, -2.1012], [1.0436, -2.0719, 2.3267], [0.9824, 2.5546, -0.6942], [0.0760, -1.7586, 1.1354], [-0.0899, 1.6807, -1.3679]], "forces_ev_per_angstrom": [[0.8, 0.6, 0.6], [1.0, -0.7, 0.6], [-1.5, 0.1, -1.6], [-1.0, -0.7, -0.7], [0.6, -1.0, 1.2], [0.0, 1.6, 0.0]]}

=====

{"formula": "O4S3", "method": "ωB97M-V/def2-TZVPD", "largest_force_ev_per_a": 2.00, "relative_energy_kcal_mol": 1.7, "total_energy_ev": -40694.4496, "spin_multiplicity": 1, "homo_lumo_gap_ev": [4.27, 4.26], "charge": -2, "symbols": ["O", "O", "O", "O", "S", "S", "S"], "xyz": [[2.6737, 0.7956, 0.1114], [-2.5135, 1.5231, 0.3850], [2.3727, -1.6286, 0.0952], [-0.7128, 0.0604, -0.5326], [-3.3219, -1.2530, 0.0591], [1.8838, -0.3348, -0.4272], [-2.1996, 0.4106, -0.5623]], "forces_ev_per_angstrom": [[-1.1, -1.1, -0.7], [0.2, 0.1, 0.3], [-0.8, 1.3, -0.7], [0.6, -0.1, 0.1], [0.2, -0.1, 0.1], [1.4, -0.2, 1.4], [-0.4, 0.1, -0.5]]}

=====

{"formula": "O4SSn", "method": "ωB97M-V/def2-TZVPD", "largest_force_ev_per_a": 8.91, "relative_energy_kcal_mol": 14.8, "total_energy_ev": -24854.2319, "spin_multiplicity": 1, "homo_lumo_gap_ev": 5.31, "symbols": ["Sn", "S", "O", "O", "O", "O"], "xyz": [[1.9878, -1.1229, -1.0040], [-0.4111, 0.2052, 0.2428], [0.6753, -0.2533, 1.0857], [0.1142, -0.0352, -1.1160], [-1.6625, -0.4370, 0.5466], [-0.7037, 1.6431, 0.2449]], "forces_ev_per_angstrom": [[-3.5, 2.1, 1.9], [-6.6, 5.3, 2.9], [4.2, -1.9, 0.9], [3.5, -2.9, -5.4], [0.6, -1.9, -0.5], [1.8, -0.7, 0.3]]}

=====

Question: Number 1 is which compound?
Answer: NO5P

=====

Repeat the second record exactly.
{"formula": "NO7PRb5", "method": "ωB97M-V/def2-TZVPD", "largest_force_ev_per_a": 3.62, "total_energy_ev": -28374.7231, "spin_multiplicity": 2, "homo_lumo_gap_ev": [5.45, 3.09], "charge": 2, "symbols": ["Rb", "Rb", "Rb", "Rb", "Rb", "N", "O", "O", "O", "P", "O", "O", "O", "O"], "xyz": [[-1.5080, -1.6617, 4.2573], [-2.6610, -2.1025, 0.7299], [-2.2461, 0.0684, -2.1729], [-1.9643, 2.4506, 3.8092], [3.7286, 1.4863, 1.6992], [1.1495, 0.6410, -3.6689], [0.3440, 0.8511, -4.5574], [2.2564, 0.5395, -4.0528], [0.6938, 0.3082, -2.5820], [0.0729, -0.4798, 1.3061], [-0.6279, -0.4742, -0.0786], [-0.8334, 0.1070, 2.4248], [1.3413, 0.2754, 1.2576], [0.2541, -2.0094, 1.6285]], "forces_ev_per_angstrom": [[0.9, -0.4, -0.2], [0.8, -0.3, 0.1], [0.7, 0.2, 0.0], [0.4, -0.3, -0.5], [-0.5, -0.5, -0.2], [-1.4, -2.6, 1.3], [-2.3, 1.3, -1.8], [3.3, 0.4, 0.1], [0.5, 0.9, 0.3], [-0.1, -3.6, -0.6], [-1.8, 0.8, -0.7], [-2.1, 1.2, 1.2], [2.7, 1.9, 0.2], [-1.1, 0.8, 0.8]]}

=====

Question: Which formula does entry 5 have?
Answer: O4PS